[1]
DFT (ωB97M-V with the def2-TZVPD basis set) results for a 2-piece molecular cluster, C10H8FNO2S overall.

Max |F| in eV/A: 5.0
Spin multiplicity: 1
Gap between HOMO and LUMO (alpha / beta) in eV: 7.72 / 7.32
Energy above the lowest of the compared OMol25 structures with the same formula, charge and spin in kcal/mol: 99.55

Element x y z (Å)
C -2.265 -2.040 -0.398
C 3.705 -0.370 0.298
C 3.350 -0.137 -1.038
C 2.792 -0.195 1.259
C 2.035 0.236 -1.395
C 1.513 0.250 0.933
C 1.165 0.478 -0.348
C -2.878 0.077 1.162
C -3.720 -0.010 -0.092
C -2.493 -0.814 0.052
N -1.898 -3.066 -0.864
O -0.857 2.126 0.380
O -0.560 1.478 -2.086
F -4.984 -0.597 -0.092
S -0.494 1.162 -0.698
H 4.727 -0.408 0.575
H 4.036 -0.062 -1.944
H 3.054 -0.347 2.311
H 1.855 0.489 -2.416
H 0.790 0.485 1.753
H -2.179 0.849 1.231
H -3.035 -0.371 2.165
H -3.659 0.786 -0.749

Force components x, y, z for each atom (eV/Å):
C 2.1 -4.3 -1.3
C 1.0 0.8 -2.3
C -0.4 0.6 -2.0
C -1.6 0.1 1.9
C 1.7 -0.1 0.9
C -0.7 0.0 2.8
C -1.2 0.5 -1.5
C -0.3 -2.2 0.9
C -0.4 -0.9 1.5
C -1.2 2.0 0.0
N -1.0 1.9 0.9
O 0.8 -1.1 -1.6
O 0.0 0.6 -1.2
F 1.4 0.3 0.2
S -0.2 -0.3 2.6
H 0.9 -0.7 0.0
H -0.4 -0.6 1.8
H -0.1 0.1 -0.4
H -0.5 0.0 -0.4
H 0.7 -0.3 -0.8
H 0.4 1.8 0.2
H -0.6 0.1 -0.9
H -0.3 1.6 -1.2


[2]
DFT (ωB97M-V with the def2-TZVPD basis set) results for a 2-piece molecular cluster, CCl6P overall.

Max |F| in eV/A: 1.1
Charge: +1
Spin multiplicity: 1
Gap between HOMO and LUMO in eV: 5.52
Energy above the lowest of the compared OMol25 structures with the same formula, charge and spin in kcal/mol: 35.17

Element x y z (Å)
C 1.779 0.017 0.105
P -2.032 0.042 -0.108
Cl 1.057 1.521 0.140
Cl 3.375 -0.155 -0.352
Cl 0.893 -1.318 0.581
Cl -2.809 -0.309 -1.932
Cl -2.861 -1.425 0.993
Cl -3.057 1.666 0.492

Force components x, y, z for each atom (eV/Å):
C -0.2 -0.1 0.3
P 0.3 0.2 -0.2
Cl 0.6 -0.8 -0.1
Cl -0.9 0.1 0.2
Cl 0.8 0.7 -0.3
Cl -0.2 -0.1 -0.3
Cl -0.2 -0.3 0.3
Cl -0.2 0.3 0.1


| no. | molar mass (g mol⁻¹) |
| --- | --- |
| 1 | 225.24 |
| 2 | 255.70 |